ORCA calculation (ωB97M-V/def2-TZVPD) on a cluster of 2 separate species, C5H14N2O in total.

Calculated values
HOMO energy (eV): -9.0422
Structure (SMILES): C=CC[C@H](N)CN.O
Orbital gap (eV): 9.63

Geometry (Å):
N  -0.91170  0.15649  2.20398
C  -0.22292  0.42079  0.88053
C  -0.99871  -0.24315  -0.24719
C  -0.97721  -1.72724  -0.24995
C  -0.26829  -2.61586  0.42123
C  0.07698  1.89249  0.66104
N  1.16955  2.12088  -0.26859
H  -1.73742  -0.40382  2.00548
H  -1.38974  1.00007  2.54522
H  0.70972  -0.11257  1.10230
H  -0.60377  0.09322  -1.20379
H  -2.01101  0.13732  -0.18065
H  -1.49539  -2.14889  -1.12254
H  0.35561  -2.19196  1.18301
H  -0.06933  -3.67315  0.35315
H  0.33197  2.36628  1.60265
H  -0.79721  2.34644  0.20994
H  0.93198  1.96801  -1.23807
H  1.94113  1.49463  -0.08974
H  1.80078  0.36737  -3.24360
H  2.49460  -0.87098  -2.68322
O  1.67038  -0.37639  -2.64120

***

ORCA calculation (ωB97M-V/def2-TZVPD) on an isolated molecule of C5H14N2O.

Calculated values
HOMO energy (eV): -7.7987
Structure (SMILES): CN(CCN)CCO
Orbital gap (eV): 8.60

Geometry (Å):
N  0.33568  -2.46934  0.73363
C  0.43638  -1.38861  1.69875
C  -0.60136  -0.17125  1.50862
N  -0.31797  0.69629  0.38732
C  0.92690  1.41248  0.50945
C  -0.65656  0.17142  -0.90849
C  -0.78063  1.21505  -2.07504
O  -0.33077  0.58276  -3.24386
H  -0.59449  -2.85053  0.71388
H  0.82745  -2.31447  -0.12507
H  0.22634  -1.84186  2.69960
H  1.48898  -1.09076  1.73778
H  -0.46296  0.48723  2.36716
H  -1.55796  -0.70652  1.53462
H  1.77070  0.77980  0.82470
H  0.76770  2.20600  1.24559
H  1.46471  2.01115  -0.23909
H  -1.56394  -0.43521  -0.79866
H  0.03720  -0.62430  -1.26624
H  -1.84299  1.49773  -2.12627
H  -0.16056  2.05025  -1.77804
H  0.58816  0.78270  -3.40033

***

ORCA calculation (ωB97M-V/def2-TZVPD) on a cluster of 2 separate species, C5H14N2O in total.

Calculated values
HOMO energy (eV): -9.3363
Structure (SMILES): NC[C@]1(N)CO1.CC
Orbital gap (eV): 10.33

Geometry (Å):
C  1.51761  0.70231  -0.21609
C  1.05311  -0.44112  0.66957
N  0.94587  -1.67361  -0.03946
N  2.83469  0.36538  -0.73870
O  1.50722  -0.43334  1.98633
H  1.73128  -1.76253  -0.67565
H  0.94154  -2.45849  0.60191
H  3.17554  1.09580  -1.35620
H  3.48599  0.25054  0.03027
H  1.50063  1.63370  0.37088
H  0.82579  0.79964  -1.05682
C  -2.33055  -0.46104  -0.53093
C  0.06271  -0.17399  1.75742
C  -2.39115  1.02933  -0.82933
H  -2.86942  -1.02400  -1.28830
H  -1.31586  -0.85414  -0.57393
H  -1.90668  1.24212  -1.77684
H  -3.41586  1.38492  -0.89521
H  -0.53516  -0.98867  2.14487
H  -0.20791  0.84892  1.99474
H  -2.72009  -0.68053  0.47972
H  -1.88928  1.59879  -0.05824

***

ORCA calculation (ωB97M-V/def2-TZVPD) on an isolated molecule of C5H14N2O.

Calculated values
HOMO energy (eV): -5.3390
Orbital gap (eV): 6.04

Geometry (Å):
C  -1.64090  0.11148  0.13385
C  -0.52031  -0.08115  1.04255
C  1.96101  -0.94867  0.67133
C  1.34850  1.19454  -0.28405
C  0.27208  -0.88630  -1.47206
N  0.87612  -0.14897  0.08930
N  -2.11697  1.42985  -0.02036
O  -2.61807  -0.90351  0.13014
H  -3.22378  -0.78036  0.88199
H  -2.25607  1.67418  -0.99434
H  -3.01453  1.60605  0.44858
H  -0.56898  -1.03790  1.55832
H  -0.30851  0.73625  1.74055
H  1.59034  -1.94945  0.89951
H  2.78985  -1.02902  -0.03543
H  2.34760  -0.49758  1.59032
H  2.15284  1.12213  -1.01897
H  0.50404  1.75216  -0.68899
H  1.72838  1.73220  0.59046
H  -0.32377  -1.76866  -1.26769
H  1.26868  -1.11735  -1.85620
H  -0.24753  -0.20992  -2.13882

***

ORCA calculation (ωB97M-V/def2-TZVPD) on a structure of composition C5H14N2O.

Calculated values
HOMO energy (eV): -8.4850
Orbital gap (eV): 5.21

Geometry (Å):
C  -2.02742  -0.33104  0.31886
N  -0.70671  -0.38156  0.93839
C  0.31868  -0.79452  0.02822
C  0.86693  0.21209  -1.01194
C  1.94664  1.15629  -0.52838
N  -0.06301  1.84635  1.89190
C  -0.19350  -2.03013  -0.95312
O  -1.10578  -1.68162  -1.77654
H  -2.60125  0.24757  1.04511
H  -2.41072  -1.34350  0.18933
H  -2.13661  0.21263  -0.60684
H  -0.67701  1.84759  2.70636
H  1.16379  -1.29117  0.55254
H  -0.01721  0.77062  -1.35120
H  1.23260  -0.34490  -1.86398
H  2.54006  1.61934  -1.33056
H  2.59547  0.49996  0.07091
H  1.53645  1.77128  0.24995
H  -0.09002  2.78663  1.50851
H  -0.56571  -2.82010  -0.24038
H  0.78405  -2.53321  -1.30019
H  -0.38973  0.58140  1.46307

***

ORCA calculation (ωB97M-V/def2-TZVPD) on a structure of composition C5H14N2O.

Calculated values
HOMO energy (alpha / beta) (eV): -8.5976 / -8.5989
Orbital gap (alpha / beta) (eV): 9.38 / 9.38

Geometry (Å):
C  0.66117  -1.15540  0.01830
C  1.48273  2.21986  0.81562
C  0.76206  -2.02071  -1.21741
O  0.80804  1.25655  0.06989
H  1.63326  -0.68324  0.13815
H  0.59442  -1.76965  0.91841
H  2.56908  2.03620  0.72102
H  1.31745  2.14400  1.90038
H  1.26910  3.23001  0.43053
H  0.77599  -1.38751  -2.10827
H  -0.09040  -2.70315  -1.28291
H  1.68786  -2.60658  -1.18092
C  -1.56192  -0.59179  1.48422
N  -1.28794  1.28200  -1.51089
C  -0.99237  -0.36153  0.09624
N  -0.96825  1.00808  -0.20966
H  -0.78061  0.73839  -2.20701
H  -1.21980  2.27202  -1.71431
H  -1.53658  -0.94831  -0.65178
H  -2.60385  -0.25983  1.54133
H  -1.54930  -1.65679  1.72971
H  -0.97014  -0.04261  2.21938

***

ORCA calculation (ωB97M-V/def2-TZVPD) on a cluster of 2 separate species, C5H14N2O2 in total.

Calculated values
HOMO energy (eV): -9.5788
Structure (SMILES): COC(C)C.NNC=O
Orbital gap (eV): 10.55

Geometry (Å):
C  -0.23180  -0.95608  -1.13151
C  -1.71362  -0.80100  0.87309
C  -1.02056  -0.13111  -2.13429
C  1.24498  -1.03326  -1.46548
O  -0.43326  -0.54316  0.33839
H  -0.64322  -1.97548  -1.11658
H  -1.97872  -1.85694  0.74808
H  -1.67956  -0.57837  1.94007
H  -2.46061  -0.12196  0.45001
H  -0.99373  -0.62918  -3.10295
H  -0.59831  0.86711  -2.22446
H  -2.06238  -0.02801  -1.83926
H  1.37158  -1.56480  -2.40825
H  1.65912  -0.03606  -1.59259
H  1.78097  -1.58372  -0.69605
N  1.54435  1.21647  1.51332
N  1.02050  2.12557  0.56900
C  0.76790  0.72152  2.53021
O  -0.30659  1.20778  2.84269
H  2.54586  1.09643  1.49960
H  0.32170  1.59156  0.04100
H  0.47914  2.82094  1.08533
H  1.38626  0.19175  3.28064

***

ORCA calculation (ωB97M-V/def2-TZVPD) on a cluster of 2 separate species, C5H14N2O2 in total.

Calculated values
HOMO energy (alpha / beta) (eV): -8.1560 / -8.1566
Orbital gap (alpha / beta) (eV): 7.34 / 7.34

Geometry (Å):
C  1.70373  -0.90228  0.38978
C  -0.46079  -1.55450  1.43123
N  2.16761  -0.93213  -0.99643
O  0.22353  -1.47949  0.19805
O  1.71599  0.25862  0.94025
H  0.50332  1.03636  0.36985
H  2.13163  -1.73073  0.99371
H  2.94908  -0.29287  -1.07122
H  2.46544  -1.86008  -1.27852
H  -1.47494  -1.91515  1.24279
H  -0.49841  -0.58322  1.93347
H  0.03712  -2.26366  2.10472
C  -0.53766  1.23698  -1.50560
C  -0.80307  -0.19522  -1.40967
C  -1.49208  1.87818  0.71592
N  -0.37494  1.44616  -0.08045
H  0.37856  1.47072  -2.04545
H  -1.36455  1.83141  -1.90743
H  -0.16247  -0.92827  -1.86709
H  -1.73904  -0.52489  -0.98432
H  -1.85017  2.86376  0.38905
H  -1.16829  1.94862  1.75396
H  -2.34961  1.19169  0.68342

***

Record-wise energy relative to the best compared isomer or geometry (same formula, charge and spin) values, in eV: 2.557; 3.083; 2.380; 6.053; 8.325; 6.268; 2.549; 5.403
Record-wise E values, in Eh: -383.60675; -383.58742; -383.61325; -383.47827; -383.39475; -383.47034; -458.84391; -458.73904